Record 1
Below is a single C8H16N2O4 molecule at a distorted geometry, with properties calculated with ωB97M-V with the def2-TZVPD basis set.

Last column: natural (NBO) charge in e.
Geometry (Å):
C  2.816  -0.141  -0.292  -0.3961
C  3.936  0.229  0.384  0.1623
C  -0.660  -1.249  0.443  -0.2532
C  -1.906  -0.650  -0.251  -0.2281
C  -1.928  0.873  0.035  0.0747
C  -0.884  1.627  -0.837  -0.1093
C  1.580  -0.407  0.365  0.3751
C  -3.285  -1.273  0.129  -0.5966
N  0.575  -0.969  -0.270  -0.0698
N  0.560  -1.538  -1.428  -0.6142
O  5.147  0.668  -0.340  -0.6786
O  -1.936  1.097  1.410  -0.7084
O  -0.788  3.017  -0.769  -0.6866
O  1.361  -0.162  1.700  -0.7267
H  2.932  -0.200  -1.380  0.2220
H  4.152  0.405  1.498  0.2114
H  -0.742  -0.918  1.451  0.2403
H  -0.933  -2.345  0.531  0.2302
H  -1.763  -0.727  -1.279  0.2244
H  -2.978  1.244  -0.277  0.1559
H  -0.873  1.336  -1.889  0.2049
H  -3.442  -2.180  -0.441  0.2134
H  -3.962  -0.503  -0.144  0.2155
H  -3.215  -1.459  1.164  0.2060
H  1.432  -1.399  -1.968  0.3158
H  0.074  1.083  -0.500  0.1436
H  4.874  0.538  -1.213  0.4597
H  -1.063  1.556  1.544  0.4591
H  -0.703  3.203  0.226  0.4548
H  1.621  -0.755  2.394  0.4984

E_HOMO (alpha / beta): -7.3 / -7.3 eV
LUMO (alpha / beta): 0.0066 / 0.0066 Eh
Total charge: 0
HOMO-LUMO gap (alpha / beta): 7.4 / 7.4 eV

***

Record 2
Below is a molecular structure, C20H21N2O5PdS at a distorted geometry, with properties calculated with ωB97M-V with the def2-TZVPD basis set.

Last column: natural (NBO) charge in e.
Geometry (Å):
Pd  0.500  -0.492  0.132  1.1548
O  -0.991  0.298  4.452  -0.6818
C  -0.712  0.145  3.149  0.7753
O  0.337  0.495  2.679  -0.5672
C  -1.811  -0.477  2.368  0.0582
C  -2.977  -0.947  2.949  -0.2015
C  -3.931  -1.536  2.132  -0.1787
C  -3.691  -1.617  0.773  -0.1909
C  -2.495  -1.121  0.268  0.1291
N  -1.583  -0.568  1.054  -0.4340
C  -2.195  -1.169  -1.248  0.7360
O  -3.154  -1.442  -1.968  -0.6879
O  -1.003  -0.913  -1.576  -0.7396
H  -0.184  0.627  4.872  0.5064
H  -3.116  -0.845  4.015  0.2335
H  -4.850  -1.924  2.552  0.2141
H  -4.392  -2.052  0.076  0.2507
C  3.811  -1.964  -0.396  -0.6024
C  4.524  -0.620  -0.542  -0.2429
C  4.678  -0.259  -2.025  -0.6054
C  3.876  0.500  0.261  0.0093
C  4.571  1.008  1.345  -0.2316
C  4.120  2.111  2.051  -0.2471
C  3.005  2.790  1.593  -0.2068
C  2.271  2.344  0.505  -0.0698
C  1.217  3.287  -0.076  -0.2239
C  -0.239  2.839  0.082  -0.6028
C  1.508  3.602  -1.549  -0.6055
C  2.617  1.089  -0.095  0.2632
O  1.851  0.549  -1.031  -0.7860
H  4.373  -2.749  -0.909  0.1923
H  2.824  -1.918  -0.843  0.2205
H  3.715  -2.235  0.655  0.2182
H  5.531  -0.743  -0.127  0.1863
H  3.700  -0.186  -2.492  0.2306
H  5.260  -1.029  -2.539  0.1917
H  5.191  0.698  -2.146  0.1986
H  5.504  0.536  1.636  0.1968
H  4.668  2.475  2.912  0.1969
H  2.713  3.717  2.077  0.1917
H  1.321  4.221  0.486  0.1866
H  -0.433  1.948  -0.512  0.2170
H  -0.913  3.621  -0.279  0.1959
H  -0.468  2.639  1.127  0.2058
H  1.470  2.689  -2.139  0.2336
H  2.500  4.047  -1.661  0.1999
H  0.767  4.303  -1.943  0.1918
S  0.542  -2.791  1.099  -0.2580
C  1.403  -2.369  2.455  0.0333
N  1.985  -2.137  3.433  -0.4543

E_HOMO (alpha / beta): -4.7 / -4.9 eV
LUMO (alpha / beta): 0.0806 / 0.0621 Eh
Total charge: -1
HOMO-LUMO gap (alpha / beta): 6.9 / 6.6 eV
Expectation value of S²: 2.013
Spin multiplicity: 3

***

Record 3
Below is 2 unconnected molecules or ions with the total composition CF4OS at a distorted geometry, with properties calculated with ωB97M-V with the def2-TZVPD basis set.

Last column: natural (NBO) charge in e.
Geometry (Å):
C  2.766  0.840  -0.065  0.6397
O  -2.742  -0.847  -1.515  -0.8524
F  3.436  1.793  0.536  -0.3323
F  2.141  0.189  0.830  -0.3075
F  -1.886  -1.784  0.524  -0.4883
F  -1.146  0.323  -0.162  -0.5100
S  -2.569  -0.514  -0.147  1.8509

E_HOMO: -11.0 eV
LUMO: 0.0087 Eh
Total charge: 0
HOMO-LUMO gap: 11.3 eV

***

Record 4
Below is a molecular structure, C28H36BLiO20 at a distorted geometry, with properties calculated with ωB97M-V with the def2-TZVPD basis set.

Last column: Mulliken charge in e.
Geometry (Å):
Li  -0.367  -0.499  -0.133  1.2719
O  -0.976  1.083  7.654  -0.6010
C  -0.635  0.614  6.610  0.3503
O  -1.176  -0.407  5.985  -0.6340
B  -0.390  -0.717  4.775  1.6069
O  0.640  0.345  4.724  -0.5221
C  0.595  1.095  5.818  0.5101
O  1.308  1.994  6.117  -0.6149
O  -1.134  -0.684  3.509  -0.2104
C  -0.816  -1.717  2.785  0.7719
O  -1.077  -1.848  1.620  -0.6312
C  0.008  -2.683  3.680  0.1086
O  0.236  -2.065  4.833  -0.6207
O  0.408  -3.764  3.368  -0.6068
O  1.593  -1.180  0.356  -0.3201
C  2.461  -0.814  1.096  0.0088
O  3.429  0.042  0.733  -0.2345
C  4.323  0.328  1.796  -0.2268
C  4.156  -0.834  2.774  -0.8900
C  2.698  -1.210  2.533  0.7757
H  4.081  1.270  2.294  -0.0835
H  5.328  0.379  1.378  0.5025
H  4.427  -0.617  3.805  0.3713
H  4.825  -1.647  2.475  0.3219
H  2.043  -0.539  3.105  -0.6897
H  2.425  -2.219  2.828  0.5942
O  -0.598  -2.007  -1.585  -0.6309
C  0.027  -2.651  -2.377  0.1276
O  1.056  -2.129  -3.058  -0.0552
C  1.613  -3.079  -3.985  -0.5636
C  0.468  -4.061  -4.210  -0.6148
C  -0.241  -4.056  -2.855  -0.5257
H  2.408  -3.635  -3.481  0.2859
H  1.958  -2.575  -4.880  0.4029
H  0.694  -5.061  -4.576  0.4533
H  -0.206  -3.674  -4.981  0.1621
H  0.151  -4.876  -2.255  0.4483
H  -1.311  -4.203  -2.995  0.2129
O  0.535  1.252  -1.506  -0.4709
C  1.373  1.064  -2.333  0.3740
O  1.007  1.168  -3.643  -0.4109
C  2.086  0.796  -4.536  -0.1186
C  3.333  0.740  -3.679  -0.8103
C  2.832  0.680  -2.226  -0.0243
H  2.201  1.535  -5.326  0.4318
H  1.701  -0.161  -4.892  -0.0755
H  4.081  1.518  -3.838  0.2759
H  3.921  -0.159  -3.886  0.3016
H  3.397  1.313  -1.557  0.5442
H  2.804  -0.378  -1.968  -0.0259
O  -0.090  1.012  1.434  0.4266
C  0.356  1.733  2.284  -0.5007
O  1.656  1.885  2.488  0.0872
C  1.962  3.039  3.290  -0.7288
C  0.635  3.733  3.546  -1.0040
C  -0.410  2.685  3.186  0.1950
H  2.650  3.675  2.738  0.5681
H  2.387  2.732  4.245  0.3933
H  0.454  4.618  2.934  0.3179
H  0.480  4.017  4.585  0.3406
H  -1.371  2.966  2.760  0.4199
H  -0.715  2.111  4.069  -0.2577
O  -2.265  0.330  -0.094  -0.3596
C  -3.182  1.074  0.020  0.1560
O  -3.666  1.726  -1.050  -0.2823
C  -4.779  2.546  -0.676  -0.5917
C  -4.550  2.785  0.834  -0.6366
C  -3.917  1.465  1.253  -0.0261
H  -5.693  1.973  -0.860  0.2899
H  -4.881  3.464  -1.249  0.3697
H  -5.508  3.020  1.297  0.3905
H  -3.883  3.642  0.920  0.2633
H  -4.678  0.728  1.516  0.3046
H  -3.210  1.468  2.081  -0.1575
O  -3.999  -3.029  -3.816  -0.6249
C  -3.277  -2.076  -3.887  0.3526
O  -2.202  -2.051  -4.701  -0.3723
C  -1.680  -0.718  -4.806  -0.0827
C  -2.210  0.046  -3.592  0.3634
C  -3.510  -0.700  -3.275  -0.2456
H  -1.994  -0.248  -5.742  0.3403
H  -0.593  -0.761  -4.844  -0.2940
H  -2.360  1.110  -3.754  0.6942
H  -1.476  -0.079  -2.803  -0.5602
H  -4.269  -0.285  -3.950  0.3322
H  -3.915  -0.702  -2.272  0.1172

E_HOMO: -9.6 eV
LUMO: 0.0081 Eh
Total charge: 0
HOMO-LUMO gap: 9.8 eV

***

Record 5
Below is 2 unconnected molecules or ions with the total composition C6H18N3 at a distorted geometry, with properties calculated with ωB97M-V with the def2-TZVPD basis set.

Last column: natural (NBO) charge in e.
Geometry (Å):
C  -0.819  -0.642  -1.640  -0.4050
C  -0.377  0.103  -2.889  -0.6290
C  -2.361  -0.605  -1.485  -0.5997
H  -0.421  -0.188  -0.741  0.1608
H  -0.616  -1.700  -1.687  0.2113
H  0.327  0.910  -2.687  0.2035
H  0.111  -0.500  -3.656  0.2263
H  -2.706  -1.282  -0.700  0.2009
H  -2.826  -0.861  -2.433  0.2183
H  -1.192  0.631  -3.392  0.2183
H  -2.757  0.395  -1.282  0.1964
C  1.783  0.989  0.858  -0.2217
C  2.500  0.234  -0.218  -0.6423
C  -0.033  0.014  2.295  0.6806
N  1.199  0.024  1.808  -0.5347
N  -0.733  1.151  2.348  -0.7743
N  -0.553  -1.104  2.784  -0.7534
H  2.464  1.603  1.452  0.2238
H  1.049  1.702  0.492  0.2032
H  1.782  -0.465  -0.640  0.2215
H  3.331  -0.378  0.132  0.2264
H  1.626  -0.891  1.790  0.4116
H  -0.579  1.860  1.628  0.4227
H  -1.695  1.229  2.665  0.4268
H  -0.079  -1.984  2.894  0.4299
H  -1.394  -1.023  3.335  0.4197
H  2.971  0.776  -1.030  0.2580

E_HOMO: -14.3 eV
LUMO: -0.1093 Eh
Total charge: +1
HOMO-LUMO gap: 11.4 eV

***

Record 6
Below is 2 unconnected molecules or ions with the total composition C5H11NO2 at a distorted geometry, with properties calculated with ωB97M-V with the def2-TZVPD basis set.

Last column: natural (NBO) charge in e.
Geometry (Å):
C  -1.253  -2.045  -0.293  0.4945
C  -0.943  0.698  0.324  -0.6834
O  -1.976  -2.423  0.785  -0.7111
O  -2.037  -1.783  -1.293  -0.6493
H  -1.382  -2.636  1.518  0.5104
H  -2.986  -1.780  -1.048  0.4785
H  0.383  -1.538  -0.169  0.3624
H  -1.043  0.935  -0.734  0.2064
H  -1.752  0.121  0.769  0.1945
H  -1.008  1.626  0.891  0.1998
C  0.792  0.280  0.596  -0.0286
C  1.519  1.556  0.351  -0.1819
C  2.082  1.935  -0.788  -0.4047
N  1.233  -0.844  -0.117  -0.8857
H  1.424  -0.607  -1.086  0.3402
H  0.771  0.050  1.664  0.1759
H  1.470  2.264  1.169  0.1974
H  2.148  1.294  -1.653  0.1844
H  2.560  2.899  -0.887  0.2004

E_HOMO: -8.1 eV
LUMO: 0.0180 Eh
Total charge: 0
HOMO-LUMO gap: 8.6 eV

***

ΔE to the lowest compared entry with this formula, charge and spin for the records above, in order: 6.3048, 0.0000, 1.2643, 0.2275, 0.6455, 4.4557 eV